C57H67I2N7O15P2S2 | ωB97M-V/def2-TZVPD

```
152
Properties=species:S:1:pos:R:3:forces:R:3
C -6.9639 0.8729 1.3172 0.60 0.28 1.41
C -5.5769 1.3170 0.5644 -0.15 0.02 1.25
P -5.5678 1.0894 -1.3292 -0.93 1.87 -2.03
C -7.3061 0.5786 -1.9235 -1.39 -0.69 0.69
C -8.2764 1.9412 -1.9073 0.32 -1.37 0.58
C -4.2016 -0.1445 -1.9138 -0.34 0.11 0.62
C -4.6692 -1.5224 -1.1711 0.58 -1.65 -0.02
C -3.5030 -2.6373 -0.9179 -0.04 -1.30 1.04
C -4.2571 -4.0912 -0.5829 0.35 0.79 -1.12
I -3.5210 -4.8515 1.3827 -0.81 0.55 -0.82
C -2.8412 0.6450 -1.4664 2.58 -0.10 0.42
I -2.8883 2.8765 -1.3904 -0.27 -0.07 0.07
C -2.1017 0.3181 -0.0431 1.30 -0.60 1.29
C -0.6432 -0.4780 -0.2312 0.56 0.02 -0.42
C 0.0338 -0.8917 1.2375 -0.72 -0.99 -2.81
S 0.9400 0.6399 1.8369 0.01 0.16 -0.12
C 2.3885 1.0807 0.7206 0.93 -1.22 -0.98
S 3.7998 0.1389 0.8312 -2.60 1.86 -0.35
N 2.1994 2.2903 -0.1904 1.22 -1.35 0.60
C 3.1392 3.3940 0.2509 0.72 0.50 0.19
C 4.5193 3.4568 -0.6363 0.54 0.05 0.78
O 4.3183 3.7260 -2.0698 -1.61 -0.88 1.30
C 3.0031 3.2469 -2.5357 -0.18 -0.35 -0.10
C 2.4274 1.9522 -1.6472 0.25 0.00 -2.48
N -1.7467 0.4557 -2.5327 -2.37 -2.50 -0.64
C -2.2937 -0.6332 -3.4263 3.96 -1.06 -2.03
O -1.5679 -1.6168 -3.9638 -5.00 6.17 3.15
C -3.8750 -0.2179 -3.5531 1.00 -1.89 -0.24
C -4.1947 1.0863 -4.4837 0.09 0.81 -1.75
C -2.9221 1.7097 -5.3020 3.45 2.46 -1.96
C -1.9850 0.9492 -6.4088 0.77 3.90 1.22
C -0.7197 1.7613 -7.1407 -1.79 2.07 2.43
C -0.3489 3.3413 -6.8124 -3.28 -1.59 1.79
C 0.9035 4.1817 -7.4576 0.32 -0.41 1.10
C -1.3122 4.1202 -5.7377 -0.91 -4.14 -0.76
C -2.5497 3.3164 -5.0231 1.93 -1.10 -2.02
P -4.6563 -1.6500 -4.5672 -6.15 -3.50 -0.37
O -6.2635 -1.7060 -4.4470 5.59 0.61 -0.05
O -4.3149 -1.6029 -6.2744 -0.19 -1.58 2.84
O -4.1274 -3.2561 -4.0214 -1.20 2.47 -0.49
H -6.8804 -0.2524 1.6626 -0.51 2.21 -0.97
H -7.0114 1.5074 2.3266 0.07 -1.40 -2.15
H -7.9495 1.1220 0.7383 2.05 -0.72 0.96
H -4.6556 0.7551 1.0175 -1.79 1.02 -0.67
H -5.4018 2.4751 0.7876 -0.28 -2.53 -0.81
H -7.7167 -0.2232 -1.1408 0.48 1.55 -1.98
H -7.3687 0.1726 -3.0188 0.63 0.37 2.23
H -8.1983 2.4533 -2.9566 -0.15 -0.74 2.27
H -7.9057 2.6068 -1.0098 -1.02 -0.95 -2.03
H -9.3814 1.5414 -1.7077 2.36 1.16 -0.48
H -5.5042 -2.0551 -1.8377 1.73 1.48 1.21
H -5.2034 -1.3550 -0.1164 1.29 0.04 -2.31
H -2.8397 -2.4216 0.0508 -1.48 -0.08 -2.38
H -2.7930 -2.8514 -1.8199 -1.41 0.74 1.56
H -5.4232 -3.9459 -0.5177 2.45 -0.61 -0.02
H -3.9242 -4.9104 -1.3639 -0.98 1.74 1.77
H -2.7420 -0.3343 0.6877 0.93 1.15 -1.51
H -1.8219 1.3070 0.5568 -0.79 -2.15 -1.43
H 0.1776 0.2195 -0.7452 -2.14 -1.43 0.96
H -0.7433 -1.4230 -0.9477 0.07 1.93 1.71
H -0.8778 -1.1889 1.9232 2.33 0.77 -0.76
H 0.7538 -1.8146 1.0027 -1.52 2.09 0.96
H 3.3975 3.1706 1.3948 -0.38 0.86 -2.56
H 2.5801 4.4281 0.1404 1.11 -2.07 0.34
H 5.1476 4.3743 -0.2079 -1.17 -2.12 -0.95
H 5.1251 2.4340 -0.5699 -1.30 2.24 0.23
H 2.2781 4.1668 -2.5235 1.06 -1.87 0.03
H 3.1672 2.8923 -3.6620 -0.51 0.69 2.53
H 1.4328 1.6249 -2.2175 1.91 0.69 1.54
H 3.2019 1.0826 -1.8342 -1.39 1.65 0.69
H -1.3807 1.3265 -2.9754 -0.49 -1.19 0.14
H -4.9786 0.7272 -5.3094 1.62 0.81 1.79
H -4.7175 1.9841 -3.9319 1.18 -2.06 -0.65
H -2.1691 -0.1762 -6.6680 0.40 2.42 0.53
H -0.0468 1.1881 -7.9157 -1.56 1.22 1.75
H 1.6786 3.4522 -7.9791 -1.86 1.61 0.89
H 0.5820 5.0831 -8.1457 0.46 -2.14 1.23
H 1.4929 4.6731 -6.5467 -1.30 -1.08 -1.90
H -1.1049 5.2576 -5.4699 -0.55 -2.75 -0.61
H -3.2189 3.9367 -4.2541 1.61 -1.64 -1.91
H -4.6532 -2.5003 -6.6267 0.67 1.93 0.91
H -4.9066 -3.7089 -3.5750 1.02 1.17 -0.93
C 3.2985 4.0957 5.5902 -0.08 0.00 0.15
C 2.7529 3.8135 4.3368 -0.11 0.43 0.15
C 1.8942 4.7288 3.7252 0.03 0.06 0.03
C 1.5908 5.9312 4.3787 0.61 -0.65 0.42
C 2.1310 6.2136 5.6404 0.01 0.00 -0.05
C 2.9864 5.2892 6.2433 -0.21 -0.04 -0.44
N 0.7089 6.9087 3.7297 -0.83 0.89 -0.61
O 0.2359 6.6138 2.6220 0.68 0.46 1.60
O 0.4913 7.9742 4.3243 0.29 -1.53 -0.88
H 3.9721 3.3814 6.0606 -0.39 0.30 -0.14
H 2.9998 2.8804 3.8348 -0.09 0.13 0.09
H 1.4773 4.4941 2.7483 -0.03 0.24 0.23
H 1.9001 7.1407 6.1610 -0.07 -0.17 -0.32
H 3.4132 5.5006 7.2213 -0.13 -0.01 -0.20
C -8.9793 -6.9351 -5.4567 0.08 0.03 0.12
C -7.6266 -7.2713 -5.5285 -0.12 0.17 0.35
C -6.7917 -7.0517 -4.4312 -0.04 0.02 0.03
C -7.3254 -6.4965 -3.2600 -0.58 -0.15 -0.80
C -8.6814 -6.1509 -3.1878 0.02 -0.02 -0.01
C -9.5059 -6.3726 -4.2927 0.42 -0.10 0.00
N -6.4584 -6.2868 -2.0943 0.47 0.16 1.02
O -5.2604 -6.5878 -2.2040 -1.57 0.36 0.13
O -6.9744 -5.8250 -1.0665 0.84 -0.69 -1.49
H -9.6276 -7.1134 -6.3129 0.14 0.05 0.18
H -7.2232 -7.7079 -6.4397 -0.04 0.10 0.23
H -5.7397 -7.3193 -4.5030 -0.24 0.12 0.22
H -9.1078 -5.7147 -2.2869 0.31 -0.13 -0.14
H -10.5606 -6.1105 -4.2455 0.25 -0.03 0.05
C 8.6652 4.7082 2.2551 -0.06 -0.08 0.09
C 9.3376 3.5643 2.6881 -0.36 0.07 0.17
C 8.7610 2.7370 3.6538 -0.06 0.03 0.01
C 7.5029 3.0638 4.1782 0.42 0.57 -0.69
C 6.8291 4.2157 3.7509 0.02 -0.05 0.00
C 7.4170 5.0369 2.7867 0.18 -0.35 0.13
N 6.8802 2.1845 5.1749 -0.39 -0.83 0.82
O 7.5163 1.1851 5.5412 -1.02 1.47 -0.50
O 5.7528 2.4894 5.5899 1.88 -0.64 -0.61
H 9.1162 5.3472 1.4978 -0.09 -0.13 0.17
H 10.3107 3.3156 2.2701 -0.22 0.01 0.13
H 9.2978 1.8491 3.9806 -0.30 0.17 0.03
H 5.8543 4.4839 4.1531 0.21 -0.23 0.02
H 6.9005 5.9317 2.4463 0.06 -0.20 0.12
C 8.9255 -0.6084 8.4383 0.06 0.03 0.07
C 9.5076 0.6173 8.1110 0.15 -0.12 0.34
C 10.4092 1.2208 8.9898 0.00 -0.10 0.07
C 10.7256 0.5830 10.1972 -0.64 -0.42 -0.63
C 10.1368 -0.6437 10.5318 0.02 0.05 -0.03
C 9.2345 -1.2362 9.6462 0.19 0.38 -0.10
N 11.6920 1.1999 11.1137 0.90 0.58 0.86
O 12.1767 2.2947 10.7906 -0.69 -1.60 0.50
O 11.9709 0.5893 12.1555 -0.39 0.92 -1.50
H 8.2274 -1.0778 7.7473 0.13 0.14 0.13
H 9.2607 1.1012 7.1684 0.06 -0.11 0.25
H 10.8543 2.1760 8.7200 0.01 -0.25 0.26
H 10.3696 -1.1473 11.4677 0.09 0.30 -0.20
H 8.7745 -2.1899 9.8954 0.13 0.21 0.00
C -1.3137 -6.8081 -2.1078 0.17 0.00 0.06
C -0.1759 -6.9854 -2.8966 0.06 0.04 0.39
C 1.0834 -7.0689 -2.2996 -0.03 -0.01 0.06
C 1.1918 -6.9777 -0.9051 -0.91 0.06 -0.43
C 0.0521 -6.7920 -0.1114 0.04 -0.01 -0.09
C -1.2017 -6.7071 -0.7201 0.32 -0.16 -0.31
N 2.5102 -7.0902 -0.2696 1.24 -0.10 0.58
O 3.4964 -7.2351 -1.0072 -1.42 0.21 1.10
O 2.5611 -7.0382 0.9677 -0.04 -0.07 -1.79
H -2.2941 -6.7493 -2.5775 0.16 -0.01 0.10
H -0.2712 -7.0618 -3.9776 0.09 0.03 0.23
H 1.9604 -7.2072 -2.9282 -0.10 0.03 0.35
H 0.1223 -6.7146 0.9716 0.19 -0.05 -0.29
H -2.0928 -6.5660 -0.1124 0.36 -0.13 -0.19
```
Forces are in eV/Å.

=====

C57H72BF6O21S4 | ωB97M-V/def2-TZVPD

```
161
Properties=species:S:1:pos:R:3:forces:R:3
O -2.5171 3.1101 0.6398 -0.37 -0.18 -0.04
C -1.6657 2.2696 0.6288 0.05 0.67 0.42
O -1.7631 1.0023 0.9535 -0.17 -0.37 -0.12
B -0.4687 0.3467 0.7439 0.02 -0.74 0.21
O 0.4749 1.4169 0.3889 -0.23 0.49 0.04
C -0.1980 2.5661 0.3123 0.42 -0.70 -0.52
O 0.2400 3.6353 0.0109 0.33 0.37 0.03
O -0.5395 -0.7184 -0.2783 -0.12 0.31 -0.79
C 0.1002 -1.8030 0.1084 0.39 0.70 1.04
O 0.3705 -2.7716 -0.5323 -0.14 -0.21 -0.18
C 0.4438 -1.5608 1.6275 -0.53 -1.28 -0.55
O -0.0288 -0.3876 1.9462 0.26 0.87 0.52
O 0.9087 -2.3902 2.3598 0.14 0.29 0.00
F 5.6203 -2.1842 4.5045 0.14 -0.36 -0.07
C 4.4584 -2.5958 5.0533 -0.61 0.31 0.31
C 4.4500 -3.4598 6.1301 0.25 -0.50 -0.05
C 3.2378 -3.7848 6.7487 1.02 0.33 -0.53
C 2.0884 -3.1650 6.3231 -1.29 0.41 0.07
C 2.0798 -2.2672 5.2477 1.24 -0.86 -0.41
C 3.2808 -2.0604 4.5662 -0.42 0.59 0.18
H 5.3690 -3.9464 6.4335 0.05 0.16 0.08
H 3.2477 -4.5139 7.5457 -0.17 0.05 0.08
H 1.1686 -3.3969 6.8493 -0.07 0.08 -0.11
H 1.2255 -1.8033 4.7795 -0.38 -0.15 0.49
H 3.2639 -1.4167 3.6950 0.28 -0.01 -0.03
F -3.0351 -3.8635 -6.6732 0.09 -0.22 -0.18
C -2.0777 -3.6132 -5.7565 -0.10 0.95 0.83
C -1.6370 -2.2857 -5.6227 0.00 -1.54 -0.69
C -0.6933 -2.0411 -4.6476 -0.05 0.50 0.39
C -0.2872 -3.0121 -3.7256 0.16 0.43 -1.05
C -0.7451 -4.3083 -3.8874 -0.36 -0.02 -0.05
C -1.6690 -4.6108 -4.8960 0.10 0.08 0.06
H -1.9832 -1.5949 -6.3794 0.10 0.37 0.26
H -0.2628 -1.0505 -4.5534 -0.10 0.05 -0.03
H 0.4430 -2.6704 -3.0098 -0.10 -0.56 0.38
H -0.4386 -5.1075 -3.2301 0.12 0.07 0.06
H -2.0915 -5.6032 -4.9782 0.05 -0.03 -0.11
F 4.7544 -2.3608 -0.1143 0.15 -0.17 -0.26
C 4.9338 -1.1688 0.4715 0.02 0.89 0.71
C 6.1928 -0.7574 0.8917 -0.28 -0.61 0.11
C 6.2971 0.4256 1.6012 -0.03 0.06 0.01
C 5.1733 1.1794 1.9212 0.39 0.14 0.24
C 3.9324 0.8073 1.4405 -0.08 -0.68 0.16
C 3.8204 -0.3777 0.7228 -0.07 -0.23 -0.70
H 7.0496 -1.4156 0.8282 -0.01 0.02 -0.39
H 7.2855 0.7233 1.9272 -0.08 0.07 0.20
H 5.2717 1.9850 2.6360 -0.06 0.24 -0.27
H 3.0280 1.3332 1.7125 0.07 0.19 -0.11
H 2.8790 -0.7051 0.2977 -0.11 0.02 0.19
F -5.4450 0.8444 0.4116 0.27 -0.13 0.20
C -5.0325 0.1876 -0.6869 -0.57 -0.41 -0.42
C -3.9635 -0.6863 -0.6541 0.79 0.71 0.36
C -3.5054 -1.2177 -1.8527 -1.50 -0.84 0.02
C -4.3149 -1.1031 -2.9908 1.51 0.57 -0.50
C -5.4418 -0.3010 -3.0082 -0.09 -0.44 0.79
C -5.7980 0.3391 -1.8250 -0.28 0.54 -0.44
H -3.4284 -0.8086 0.2782 0.03 -0.07 -0.05
H -2.6873 -1.9249 -1.8845 0.30 0.31 0.09
H -3.8646 -1.4746 -3.9057 -0.50 -0.34 -0.09
H -6.0920 -0.2584 -3.8707 0.15 0.23 -0.13
H -6.6453 1.0140 -1.7957 -0.05 -0.09 0.09
F 1.6101 -4.8520 -1.9583 -0.18 -0.02 0.00
C 2.9056 -5.1457 -1.7763 0.46 0.17 -0.67
C 3.8230 -4.6985 -2.7277 -0.07 0.01 -0.13
C 5.1580 -5.0205 -2.5919 0.06 -0.08 0.96
C 5.5539 -5.8397 -1.5277 0.23 0.41 -0.11
C 4.6362 -6.2577 -0.5819 0.00 0.08 -0.54
C 3.2893 -5.8975 -0.6980 0.51 -0.83 0.44
H 3.5389 -4.1350 -3.6071 -0.41 0.15 0.23
H 5.8883 -4.5269 -3.2179 0.03 -0.36 -0.29
H 6.5923 -6.1194 -1.4031 0.03 0.07 -0.07
H 5.0037 -6.8935 0.2114 -0.31 0.02 0.19
H 2.5888 -6.3238 0.0073 -0.25 0.36 -0.02
F -2.3994 8.7622 -4.1126 -0.13 -0.14 -0.50
C -2.6202 7.6365 -3.4016 0.30 0.01 1.45
C -3.8511 7.4572 -2.7962 -0.20 0.18 0.02
C -4.0285 6.3933 -1.9040 0.95 0.70 -1.33
C -2.9286 5.5830 -1.6497 -1.21 -0.72 1.06
C -1.6565 5.8138 -2.1572 -0.63 0.24 -0.44
C -1.5221 6.8484 -3.0666 0.09 0.15 -0.68
H -4.6327 8.1831 -2.9849 -0.05 -0.08 -0.09
H -5.0004 6.2090 -1.4714 0.05 -0.10 0.15
H -3.2145 4.7477 -1.0189 0.91 -0.17 0.17
H -0.7979 5.2126 -1.8938 -0.12 -0.19 0.11
H -0.5895 7.0296 -3.5882 0.08 0.13 0.20
C -1.2924 -5.6797 -0.5755 0.04 -0.15 -0.41
S -2.1573 -7.1624 0.0475 -0.32 0.46 -0.27
O -3.6216 -6.8804 -0.0475 0.05 0.13 0.33
C -1.8607 -8.3198 -1.3039 0.57 0.35 -0.16
H -0.2725 -5.9064 -0.8873 -0.02 -0.18 0.12
H -1.2229 -4.8927 0.1736 -0.19 -0.27 0.29
H -1.8291 -5.2648 -1.4291 -0.18 -0.19 0.01
H -2.0178 -9.3160 -0.8984 0.07 -0.03 -0.06
H -0.8382 -8.1802 -1.6592 0.04 -0.30 0.07
H -2.5478 -8.1362 -2.1283 -0.15 0.20 0.15
C 2.6006 7.3672 -1.1496 0.12 -0.19 -0.06
S 3.6719 5.9602 -0.6787 0.73 0.58 -0.46
O 5.0520 6.5250 -0.4912 -0.65 -0.23 0.15
C 3.0499 5.5241 0.9612 0.26 0.93 -0.28
H 2.5315 8.1672 -0.4128 -0.18 -0.34 0.35
H 1.6450 6.9517 -1.4715 -0.19 0.14 0.34
H 3.0407 7.8433 -2.0272 0.30 -0.39 -0.04
H 1.9796 5.3380 0.9065 0.01 -0.17 0.05
H 3.3043 6.3805 1.5887 -0.21 -0.05 0.15
H 3.6327 4.6667 1.2901 -0.16 -0.16 -0.10
C -0.3336 -5.2729 4.0034 -0.01 0.09 0.44
S -0.8668 -6.9339 3.4420 -0.11 0.64 0.96
O -0.5683 -7.8732 4.5708 0.16 0.15 -0.40
C -2.6225 -6.5617 3.7022 -0.30 -0.65 -0.23
H 0.7329 -5.2016 4.2170 0.09 -0.38 -0.46
H -0.8119 -5.0740 4.9652 -0.22 -0.14 -0.08
H -0.6107 -4.4860 3.3016 0.02 -0.16 -0.17
H -3.0537 -5.8207 3.0302 0.29 0.28 0.13
H -2.7059 -6.3432 4.7652 -0.05 0.35 -0.06
H -3.1931 -7.4772 3.5331 0.26 -0.12 -0.11
C -3.3767 2.7322 -3.8098 0.28 0.19 0.00
S -2.0980 1.6630 -4.5594 -0.49 0.64 0.17
O -1.4318 2.5193 -5.6103 -0.18 -0.56 0.94
C -1.0905 1.7056 -3.0239 0.55 -0.06 -1.49
H -4.1292 3.0631 -4.5223 0.16 -0.20 -0.25
H -2.7995 3.5912 -3.4689 -0.20 0.16 -0.02
H -3.8740 2.2713 -2.9561 0.15 -0.26 -0.04
H -0.2390 1.0640 -3.2486 -0.05 -0.17 0.38
H -1.6493 1.3650 -2.1571 -0.07 0.02 -0.02
H -0.6930 2.7203 -2.9870 -0.24 0.09 0.39
C -9.5333 5.8095 1.7009 -0.77 0.29 -0.39
O -8.2308 6.0781 1.2098 0.00 0.60 -0.33
C -7.3089 5.1215 1.2969 -0.36 0.13 0.39
O -7.5461 4.0042 1.6498 0.42 -0.48 0.13
O -6.1316 5.6586 0.9680 -0.32 0.01 -0.27
C -5.0175 5.2438 1.7460 0.75 -0.03 0.41
H -10.2547 5.7310 0.8839 0.28 -0.25 -0.24
H -9.8428 6.7114 2.2265 0.15 -0.18 0.40
H -9.5945 4.9045 2.2964 0.23 0.09 0.17
H -5.0018 4.1771 1.9660 -0.18 0.02 -0.21
H -5.0155 5.8159 2.6806 -0.06 -0.13 -0.04
H -4.1199 5.5152 1.1934 -0.11 -0.11 -0.08
C 2.8194 -1.2127 -2.6982 -0.32 -1.38 0.27
O 2.1017 0.0026 -2.7076 -0.08 0.43 0.47
C 2.7835 1.1290 -2.9621 0.32 -0.25 -1.57
O 3.8179 1.1940 -3.5751 0.52 -0.13 0.39
O 2.0507 2.1419 -2.6033 -1.18 0.23 1.05
C 2.4594 3.5023 -2.8314 -0.44 -1.26 -0.48
H 2.3764 -1.8160 -1.8994 0.25 0.24 0.24
H 3.8899 -1.1096 -2.5396 -0.05 0.25 -0.11
H 2.6050 -1.8352 -3.5729 0.24 0.56 -0.40
H 1.5366 4.0272 -2.5924 0.34 0.42 0.11
H 2.6819 3.5848 -3.8958 0.32 0.36 0.15
H 3.2818 3.7258 -2.1650 0.06 0.28 -0.21
C 1.3485 3.3741 3.6211 0.87 -0.13 0.38
O 2.6132 2.7208 3.8350 0.60 0.29 -1.03
C 2.9414 2.2427 5.0201 -1.54 -0.60 0.61
O 2.2000 2.2224 5.9776 0.66 0.13 0.04
O 4.1424 1.7064 4.9221 1.01 0.05 -0.48
C 4.6864 1.0259 6.0451 -0.85 0.14 1.18
H 0.6704 2.6536 3.1708 -0.22 0.03 0.24
H 1.5851 4.1597 2.9096 -0.25 0.07 0.01
H 1.0307 3.7767 4.5785 -0.47 -0.03 -0.14
H 4.7989 1.7110 6.8878 0.08 0.14 -0.10
H 5.6522 0.5899 5.8192 -0.10 0.05 -0.55
H 3.9750 0.2713 6.3812 0.15 -0.22 -0.12
```
Forces are in eV/Å.

Properties
Charge: -1

=====

| no. | HOMO energy (eV) | LUMO level (Eh) |
| --- | --- | --- |
| 1 | -7.5 | -0.04592 |
| 2 | -7.0 | 0.07217 |